No. 1
C13H34KN2O5 as an isolated structure in a non-equilibrium geometry, computed with wB97M-V/def2-TZVPD.

The value obtained for the LUMO energy is -2.00 eV. The largest force on an atom comes out at 0.0228 Eh/bohr. Its highest occupied orbital energy is -0.44470 hartree. The charge is +1. The value obtained for the orbital gap is 10.1 eV. As for the multiplicity: 1. As for the energy above the lowest of the compared OMol25 structures with the same formula, charge and spin: 0.00 kcal/mol. Its total energy is -43569.08219 eV.

Last column: Löwdin charge in e.
Cartesian coordinates (Å):
K  13.7321  0.9229  -14.9566  0.7908
C  14.6746  -2.3730  -13.6136  -0.0901
O  15.0317  -1.4291  -14.5953  -0.2863
C  15.6504  -1.9571  -15.7538  -0.2141
C  16.4404  -0.8710  -16.4605  -0.1921
N  15.5558  0.1567  -17.0606  -0.0944
C  16.2827  1.3494  -17.5199  -0.1885
C  15.3328  2.4366  -18.0107  -0.2222
O  14.5583  2.9526  -16.9521  -0.2463
C  13.9981  4.2255  -17.2426  -0.0812
H  14.0179  -3.1459  -14.0284  0.0997
H  14.1437  -1.8793  -12.7994  0.0873
H  15.5616  -2.8484  -13.1773  0.0991
H  14.9670  -2.4617  -16.4434  0.1329
H  16.3710  -2.7204  -15.4354  0.1300
H  16.9775  -1.3688  -17.2843  0.1287
H  17.2227  -0.4440  -15.8329  0.1281
H  15.2139  -0.3404  -17.8790  0.1129
H  16.9677  1.1005  -18.3417  0.1276
H  16.9080  1.6984  -16.6974  0.1269
H  14.6921  2.0676  -18.8195  0.1261
H  15.9540  3.2172  -18.4670  0.1289
H  13.2659  4.4699  -16.4770  0.0794
H  13.5500  4.2341  -18.2365  0.0974
H  14.7961  4.9709  -17.1775  0.0965
C  11.7607  0.0845  -18.6475  -0.1028
O  11.8427  0.6977  -17.3791  -0.2176
C  10.5493  1.1105  -16.9671  -0.2149
C  10.5779  2.1722  -15.8613  -0.1972
N  10.8948  1.6058  -14.5362  -0.0878
C  11.1151  2.6971  -13.5550  -0.2072
C  11.4299  2.1664  -12.1762  -0.2370
O  12.6664  1.5110  -12.1365  -0.2238
C  13.1898  1.2677  -10.8548  -0.0953
H  12.7660  0.0680  -19.0778  0.0794
H  11.1421  0.6295  -19.3624  0.0938
H  11.4439  -0.9603  -18.5897  0.0957
H  9.9482  0.2423  -16.6843  0.1329
H  10.0083  1.6286  -17.7691  0.1234
H  9.5917  2.6557  -15.8790  0.1264
H  11.2722  2.9836  -16.0839  0.1111
H  10.0600  1.1440  -14.1881  0.1198
H  10.1779  3.2669  -13.4778  0.1284
H  11.8715  3.4249  -13.8595  0.1240
H  10.6197  1.5169  -11.8138  0.1329
H  11.3781  3.0304  -11.4973  0.1340
H  13.8725  0.4245  -10.9300  0.0877
H  12.4003  1.0199  -10.1398  0.0968
H  13.7348  2.1259  -10.4547  0.0890
C  16.3982  1.8591  -12.1556  -0.1292
O  15.5752  2.3891  -13.1986  -0.1673
H  17.3694  2.3676  -12.1616  0.0869
H  15.9908  2.0980  -11.1701  0.0702
H  16.5503  0.7944  -12.2885  0.0843
H  15.6418  3.3455  -13.1391  0.0863

Cartesian forces (eV/Å) of the 3 atoms listed first:
K -0.1 0.2 0.0
C 0.0 -0.6 0.1
O -0.4 0.6 -0.2


No. 2
A 2-piece molecular cluster, C5H13NS overall in a non-equilibrium geometry, computed with wB97M-V/def2-TZVPD.

The value obtained for the LUMO energy (alpha / beta) is -1.00 / -1.00 eV. The largest force on an atom comes out at 0.0777 Eh/bohr. Its highest occupied orbital energy (alpha / beta) is -0.28422 / -0.28397 hartree. The value obtained for the orbital gap (alpha / beta) is 6.7 / 6.7 eV. As for the multiplicity: 1. As for the energy above the lowest of the compared OMol25 structures with the same formula, charge and spin: 188.06 kcal/mol. Its total energy is -17713.09578 eV.

Last column: Löwdin charge in e.
Cartesian coordinates (Å):
C  0.8371  0.4305  1.7219  -0.3110
C  1.0136  1.7374  -0.6631  -0.2930
C  -2.0865  0.7732  0.3796  -0.1225
C  -1.5104  0.0062  -0.8847  -0.2571
C  -0.1965  -0.8288  -0.5035  -0.3224
N  2.8625  -1.5360  -0.4710  -0.1329
S  1.1927  0.2038  0.0781  0.8961
H  1.1482  -0.3434  2.3700  -0.0146
H  1.2967  1.4751  1.9485  0.0542
H  0.9750  1.8893  -1.8056  0.0517
H  1.8716  2.3760  -0.3785  0.0053
H  -2.2641  0.0135  1.1725  0.0780
H  -1.3655  1.5698  0.8312  0.0771
H  -2.7621  1.4606  -0.1453  0.0640
H  -1.3074  0.8161  -1.5965  0.0848
H  -2.0680  -0.8315  -1.3006  0.0986
H  -0.4383  -1.3786  0.4707  0.1071
H  -0.0858  -1.5204  -1.2870  0.0610
H  2.8194  -2.2191  0.2148  -0.1177
H  3.8526  -1.1554  -0.2133  -0.0068

Cartesian forces (eV/Å) of the 3 atoms listed first:
C 1.3 2.7 -1.0
C 1.7 0.0 -1.5
C 1.9 0.5 -1.1


No. 3
C4H6AgF12N2O11S4 as an isolated structure in a non-equilibrium geometry, computed with wB97M-V/def2-TZVPD.

The value obtained for the LUMO energy (alpha / beta) is -3.73 / -9.28 eV. The largest force on an atom comes out at 0.1216 Eh/bohr. The expectation value of S² is 2.02. Its highest occupied orbital energy (alpha / beta) is -0.52070 / -0.51111 hartree. The charge is +1. The value obtained for the orbital gap (alpha / beta) is 10.4 / 4.6 eV. As for the multiplicity: 3. Its total energy is -109680.07106 eV.

Last column: Mulliken spin population.
Cartesian coordinates (Å):
Ag  0.0197  -0.1784  1.3543  0.4685
C  3.9452  1.8564  0.9409  0.0166
F  5.3031  1.9848  0.8153  0.0025
F  3.8323  1.1138  2.0202  0.0026
F  3.3242  3.0556  0.9129  0.0017
S  3.1670  0.7291  -0.4214  -0.0017
O  3.5472  1.3949  -1.6322  0.0498
O  3.6918  -0.6726  -0.3255  -0.0018
N  1.4561  0.8261  -0.0006  0.2510
S  0.8564  1.7982  -1.0118  -0.0092
O  -0.5041  1.9049  -0.6019  0.0648
O  1.4322  3.0888  -1.0812  0.0788
C  0.7906  0.9544  -2.8149  -0.0074
F  -0.3751  1.0765  -3.3659  0.0004
F  1.6709  1.6157  -3.4874  0.0001
F  1.1659  -0.3178  -2.7662  0.0006
C  -3.3848  0.9954  -1.0846  0.0013
F  -3.3191  2.3571  -0.7596  0.0030
F  -4.5453  0.5872  -1.5706  0.0044
F  -2.4504  0.7852  -2.0164  0.0028
S  -2.9518  -0.0678  0.4877  -0.0056
O  -2.3801  0.9255  1.4126  0.0029
O  -4.1610  -0.8044  0.9770  0.0041
N  -1.6025  -1.0587  0.0473  0.3619
S  -2.4018  -2.2111  -0.6788  -0.0848
O  -2.7865  -3.2757  0.2927  0.4882
O  -3.4258  -1.9588  -1.7197  0.2333
C  -1.0817  -2.9665  -1.8780  -0.0052
F  -0.8527  -1.9898  -2.7710  -0.0006
F  -0.0785  -3.3321  -1.1008  -0.0002
F  -1.6147  -4.0630  -2.4549  0.0006
O  0.1607  1.7177  2.4865  0.0268
H  -0.5000  2.4041  2.3941  -0.0004
H  0.8837  2.1412  2.9493  -0.0028
O  1.8228  -1.4661  1.9932  0.0255
H  2.2621  -2.2892  1.7794  0.0002
H  1.8552  -1.4178  2.9486  -0.0018
O  -0.7906  -1.4929  2.9793  0.0315
H  -0.8094  -1.3929  3.9311  -0.0007
H  -1.1713  -2.3568  2.8212  -0.0015

Cartesian forces (eV/Å) of the 3 atoms listed first:
Ag 1.8 0.4 -0.7
C 1.5 -0.4 -1.0
F -2.2 0.4 -0.8


No. 4
C22H29ErI2N2O3P2 as an isolated structure in a non-equilibrium geometry, computed with wB97M-V/def2-TZVPD.

The value obtained for the LUMO energy (alpha / beta) is -8.01 / -7.94 eV. The largest force on an atom comes out at 0.0958 Eh/bohr. The expectation value of S² is 3.75. Its highest occupied orbital energy (alpha / beta) is -0.50208 / -0.50208 hartree. The charge is +2. The value obtained for the orbital gap (alpha / beta) is 5.6 / 5.7 eV. As for the multiplicity: 4. Its total energy is -94794.77327 eV.

Last column: Mulliken spin population.
Cartesian coordinates (Å):
I  -0.0022  -1.3167  -8.9104  0.0000
I  -0.0022  1.3939  -8.9138  0.0000
Er  -0.0014  -0.0261  -2.2795  3.0632
P  -2.5732  0.0580  -2.4295  -0.0122
C  -3.4331  -0.0172  -4.0247  -0.0007
C  -3.1043  -1.3507  -1.4098  0.0003
H  -4.1817  -1.3075  -1.2512  0.0001
H  -4.2149  1.5157  -1.4099  -0.0005
H  -2.6086  -1.3754  -0.4328  -0.0002
H  -2.6573  1.6590  -0.5749  0.0002
H  -3.1392  -0.9240  -4.5713  0.0002
H  -2.8527  -2.2933  -1.9083  0.0001
C  -3.1350  1.5429  -1.5533  0.0006
H  -4.5185  -0.0094  -3.8854  -0.0002
H  -2.8602  2.4336  -2.1279  0.0000
H  -3.1375  0.8407  -4.6448  -0.0001
P  2.5672  0.0443  -2.4279  -0.0127
C  3.4330  -0.0315  -4.0173  -0.0001
C  3.1261  1.5179  -1.5343  0.0003
H  2.5968  -1.3826  -0.4329  -0.0006
H  4.1677  -1.3292  -1.2529  -0.0005
H  2.8319  -2.3088  -1.9066  0.0001
C  3.0902  -1.3666  -1.4114  0.0015
H  2.6366  1.6178  -0.5603  -0.0001
H  4.2039  1.4820  -1.3816  -0.0002
H  4.5174  -0.0285  -3.8716  -0.0001
H  3.1411  0.8277  -4.6369  0.0001
H  2.8622  2.4160  -2.1020  0.0002
H  3.1361  -0.9381  -4.5627  0.0001
C  0.0005  -0.0234  -4.7549  -0.0030
O  0.0001  -0.0633  -5.9008  0.0002
O  -0.0239  2.6444  -0.3463  -0.0013
C  -0.0179  1.6760  0.4142  -0.0008
N  -0.0917  1.5662  1.7825  -0.0009
C  -0.0111  0.1941  2.2258  -0.0011
C  0.0021  -0.5671  0.9094  -0.0029
O  -0.0198  -1.7775  0.6806  -0.0020
N  0.0462  0.3671  -0.0726  -0.0261
C  1.3037  -0.0265  2.9828  -0.0020
C  2.2490  -0.9806  2.6087  0.0006
C  3.4366  -1.1059  3.3423  -0.0002
C  3.6675  -0.2780  4.4415  0.0001
C  2.7217  0.6916  4.8047  -0.0001
C  1.5439  0.8169  4.0676  -0.0003
C  -1.2786  -0.1859  2.9776  0.0010
C  -1.2288  -0.7815  4.2344  -0.0003
C  -2.4253  -1.0599  4.9063  0.0002
C  -3.6473  -0.7713  4.2923  -0.0003
C  -3.6884  -0.2114  3.0117  0.0001
C  -2.4936  0.0755  2.3479  0.0004
H  -0.0547  2.3929  2.3790  0.0000
H  2.0433  -1.6469  1.7623  -0.0001
H  4.1630  -1.8647  3.0480  0.0000
H  4.5736  -0.3869  5.0312  0.0000
H  2.8661  1.3538  5.6600  0.0000
H  0.7850  1.5625  4.3421  -0.0002
H  -0.2446  -1.0046  4.6657  0.0000
H  -2.3656  -1.4932  5.9036  0.0000
H  -4.5719  -0.9875  4.8185  0.0000
H  -4.6343  0.0151  2.5199  0.0000
H  -2.4930  0.5162  1.3397  0.0001

Cartesian forces (eV/Å) of the 3 atoms listed first:
I 0.0 0.6 -0.2
I 0.0 -0.7 -0.1
Er 0.0 0.0 3.5


No. 5
C38H27BrCrN4O6P as an isolated structure, computed with wB97M-V/def2-TZVPD.

The value obtained for the LUMO energy (alpha / beta) is 2.29 / 2.29 eV. The largest force on an atom comes out at 0.0066 Eh/bohr. The expectation value of S² is 6.05. Its highest occupied orbital energy (alpha / beta) is -0.13017 / -0.20313 hartree. The charge is -1. The value obtained for the orbital gap (alpha / beta) is 5.8 / 7.8 eV. As for the multiplicity: 5. As for the energy above the lowest of the compared OMol25 structures with the same formula, charge and spin: 0.00 kcal/mol. Its total energy is -165847.11049 eV.

Last column: Mulliken spin population.
Cartesian coordinates (Å):
Cr  0.8959  1.1411  0.4155  3.1105
O  2.9079  0.6902  -3.1675  0.0012
C  2.4761  0.8999  -1.9328  -0.0445
O  1.2846  1.0326  -1.6707  -0.0534
C  3.5218  1.0350  -0.8679  -0.0703
C  4.8941  0.9709  -1.0145  0.2887
C  5.6400  1.0621  0.1957  -0.0034
C  5.0231  1.1635  1.4119  0.1083
C  3.5974  1.1959  1.4787  0.2339
N  2.9208  1.1812  0.2953  0.1157
C  2.7028  1.1851  2.5774  0.1440
O  3.1645  1.1917  3.8563  0.0312
O  1.4532  1.1605  2.4280  0.1079
H  2.1213  0.5274  -3.7136  0.0002
H  5.3580  0.8317  -1.9762  0.0154
H  6.7210  1.0323  0.1524  0.0031
H  5.6283  1.2125  2.3104  0.0226
H  4.1282  1.1994  3.8464  -0.0036
N  0.7121  8.6178  0.5142  0.0059
C  0.7409  7.4676  0.4846  -0.0027
C  0.7793  6.0322  0.4477  0.0140
C  1.1168  5.3715  -0.7301  -0.0129
C  1.1513  3.9858  -0.7513  0.0120
C  0.8616  3.2069  0.3749  -0.1206
C  0.5201  3.9082  1.5402  0.0355
C  0.4766  5.2910  1.5890  -0.0099
H  1.3463  5.9464  -1.6192  -0.0008
H  1.4013  3.5075  -1.6917  0.0045
H  0.2748  3.3525  2.4375  -0.0048
H  0.2085  5.8054  2.5039  -0.0005
N  -1.0265  1.0000  0.4229  0.0284
P  -1.9270  -0.1010  -0.1408  0.0181
C  -1.7402  -0.4681  -1.9250  0.0034
C  -0.7747  -1.3692  -2.3641  0.0074
C  -0.4658  -1.4806  -3.7116  -0.0008
C  -1.1254  -0.6874  -4.6401  0.0008
C  -2.0922  0.2145  -4.2148  0.0020
C  -2.3946  0.3228  -2.8663  -0.0036
C  -1.8829  -1.7457  0.6679  -0.0045
C  -2.2312  -2.9473  0.0607  -0.0027
C  -2.2257  -4.1340  0.7850  -0.0002
C  -1.8953  -4.1203  2.1310  -0.0001
C  -1.5476  -2.9235  2.7445  0.0007
C  -1.5256  -1.7480  2.0143  0.0090
C  -3.6922  0.3507  0.0169  -0.0067
C  -3.9773  1.6016  0.5488  0.0091
C  -5.2953  2.0101  0.7052  0.0018
C  -6.3323  1.1709  0.3273  0.0008
C  -6.0521  -0.0806  -0.2086  -0.0001
C  -4.7368  -0.4875  -0.3614  0.0015
H  -0.2433  -1.9786  -1.6495  0.0006
H  0.2930  -2.1845  -4.0288  0.0000
H  -0.8895  -0.7724  -5.6940  0.0002
H  -2.6067  0.8382  -4.9343  -0.0003
H  -3.1370  1.0417  -2.5388  -0.0022
H  -2.4983  -2.9683  -0.9885  0.0002
H  -2.4765  -5.0665  0.2948  0.0003
H  -1.8847  -5.0427  2.6985  0.0000
H  -1.2660  -2.9146  3.7902  -0.0001
H  -1.2157  -0.8141  2.4709  0.0025
H  -3.1419  2.2306  0.8334  0.0073
H  -5.5115  2.9856  1.1221  0.0001
H  -7.3603  1.4882  0.4506  0.0000
H  -6.8601  -0.7381  -0.5039  0.0000
H  -4.5226  -1.4664  -0.7738  -0.0003
Br  1.4326  -5.2205  3.9202  0.0000
C  1.5974  -4.7813  2.0828  0.0012
C  1.6815  -5.7988  1.1476  0.0000
N  1.7960  -5.5617  -0.1547  -0.0001
C  1.8426  -4.2904  -0.5450  0.0012
C  1.7476  -3.2085  0.3217  -0.0048
C  1.6051  -3.4615  1.6770  0.0022
C  1.8015  -1.7867  -0.2062  0.0058
O  2.3973  -1.5846  -1.2688  0.0083
O  1.2073  -0.9446  0.5279  -0.0145
H  1.6582  -6.8352  1.4638  0.0000
H  1.9673  -4.1058  -1.6050  -0.0001
H  1.4990  -2.6415  2.3737  0.0011

Cartesian forces (eV/Å) of the 3 atoms listed first:
Cr -0.2 -0.1 0.2
O -0.1 0.0 0.2
C 0.0 0.0 0.0